Record 1
Entry from the OMol25 dataset: the molecule C3H3I at a distorted geometry (wB97M-V/def2-TZVPD).

The geometry in ORCA input format:
```
! wB97M-V def2-TZVPD RIJCOSX def2/J DEFGRID3
* xyz 0 1
C -0.304 -0.768 -0.676
C -0.401 -0.900 -2.043
C 0.367 0.255 -0.153
I 1.301 -0.578 -3.223
H -1.087 -1.166 -0.205
H -0.044 0.608 0.814
H 1.117 0.646 -0.820
*
```

Output
calculated total energy = -11255.638 eV
molecular weight = 166.0 g/mol
energy above the lowest of the compared OMol25 structures with the same formula, charge and spin = 50.1 kcal/mol
lowest unoccupied orbital energy (spin up / spin down) = -1.1149 / -1.1181 eV
orbital gap (spin up / spin down) = 7.22 / 7.15 eV

---

Record 2
Entry from the OMol25 dataset: a cluster of 2 separate species, C3H3I2N3O2S in total at a distorted geometry (wB97M-V/def2-TZVPD).

The geometry in ORCA input format:
```
! wB97M-V def2-TZVPD RIJCOSX def2/J DEFGRID3
* xyz 0 1
C 1.603 0.879 -0.044
C 2.867 0.296 0.137
C 0.668 -0.126 0.129
N 2.645 -0.997 0.306
N 1.385 -1.282 0.287
N -3.744 0.617 0.895
O -1.083 0.988 -1.282
O -1.479 -1.247 -0.350
S -1.092 0.166 -0.056
I -4.103 -1.310 0.663
I -3.978 1.663 -0.714
H 1.286 1.856 -0.273
H 3.780 0.795 -0.118
H 1.244 -2.297 0.420
*
```

Output
calculated total energy = -38754.744 eV
molecular weight = 399.0 g/mol
lowest unoccupied orbital energy (spin up / spin down) = -3.2596 / -3.2606 eV
orbital gap (spin up / spin down) = 5.68 / 5.68 eV

---

Record 3
Entry from the OMol25 dataset: a structure of composition C3H3ILiN2SbSe4 (wB97M-V/def2-TZVPD).

The geometry in ORCA input format:
```
! wB97M-V def2-TZVPD RIJCOSX def2/J DEFGRID3
* xyz -2 1
Li -0.271 -0.056 0.494
Se -2.554 -3.289 3.831
Sb -3.974 -1.453 3.042
Se -2.432 -0.310 1.026
Se -4.280 0.352 4.668
Se -6.017 -2.134 1.882
I -0.218 5.047 -3.480
C -0.568 3.398 -2.257
C -1.772 3.034 -1.683
N -1.528 1.927 -0.980
N -0.249 1.548 -1.054
C 0.357 2.443 -1.825
H -2.745 3.490 -1.730
H -2.169 1.372 -0.336
H 1.408 2.370 -2.050
*
```

Output
calculated total energy = -282371.062 eV
molecular weight = 638.5 g/mol
lowest unoccupied orbital energy = 3.0406 eV
orbital gap = 3.51 eV

---

Record 4
Entry from the OMol25 dataset: the molecule C3H3IN2O at a distorted geometry (wB97M-V/def2-TZVPD).

The geometry in ORCA input format:
```
! wB97M-V def2-TZVPD RIJCOSX def2/J DEFGRID3
* xyz 0 1
C 1.416 1.318 0.328
C -0.423 -0.196 0.135
C -1.427 -1.089 -0.029
N 0.187 0.810 0.297
N 2.789 -0.166 -0.922
O 2.560 0.795 -0.170
I -3.545 -0.027 -0.044
H 1.733 2.170 0.748
H -1.719 -1.869 0.658
H -1.570 -1.747 -1.002
*
```

Output
calculated total energy = -16279.544 eV
molecular weight = 210.0 g/mol
energy above the lowest of the compared OMol25 structures with the same formula, charge and spin = 171.9 kcal/mol
lowest unoccupied orbital energy (spin up / spin down) = -1.4678 / -1.2474 eV
orbital gap (spin up / spin down) = 7.31 / 6.17 eV

---

Record 5
Entry from the OMol25 dataset: a structure of composition C3H3IN2O at a distorted geometry (wB97M-V/def2-TZVPD).

The geometry in ORCA input format:
```
! wB97M-V def2-TZVPD RIJCOSX def2/J DEFGRID3
* xyz 0 1
C -1.570 -2.204 -0.444
C -1.532 0.473 -0.077
C -0.258 0.167 0.671
N -0.945 -3.137 -0.621
N -2.658 -0.242 0.292
O -1.599 1.334 -0.923
I -4.330 0.051 -0.681
H -0.183 -0.806 0.935
H 0.603 0.357 0.028
H -0.345 0.863 1.652
*
```

Output
calculated total energy = -16281.945 eV
molecular weight = 210.0 g/mol
energy above the lowest of the compared OMol25 structures with the same formula, charge and spin = 116.5 kcal/mol
lowest unoccupied orbital energy (spin up / spin down) = -3.7741 / -3.7738 eV
orbital gap (spin up / spin down) = 6.73 / 6.73 eV

---

Record 6
Entry from the OMol25 dataset: a cluster of 2 separate species, C3H3IN2O in total at a distorted geometry (wB97M-V/def2-TZVPD).

The geometry in ORCA input format:
```
! wB97M-V def2-TZVPD RIJCOSX def2/J DEFGRID3
* xyz 0 1
C -2.446 -1.536 0.007
C 1.276 1.600 -0.039
C 1.285 0.094 -0.599
N -2.047 -0.614 -0.487
N 0.487 0.663 0.484
O 1.606 2.708 -0.190
I -0.095 0.110 2.340
H 2.212 -0.410 -0.417
H 0.656 -0.206 -1.424
H -2.933 -2.409 0.325
*
```

Output
calculated total energy = -16284.411 eV
structure (SMILES) = O=C1CN1I.C#N
molecular weight = 210.0 g/mol
energy above the lowest of the compared OMol25 structures with the same formula, charge and spin = 59.6 kcal/mol
lowest unoccupied orbital energy = -0.5099 eV
orbital gap = 8.67 eV

---

Record 7
Entry from the OMol25 dataset: the molecule C3H3IO2 at a distorted geometry (wB97M-V/def2-TZVPD).

The geometry in ORCA input format:
```
! wB97M-V def2-TZVPD RIJCOSX def2/J DEFGRID3
* xyz 0 1
C -1.047 -0.785 -0.093
C 1.121 0.509 -0.293
C 0.191 -0.163 0.611
O -1.232 -1.859 -0.527
O 1.444 -0.578 0.474
I -2.646 0.605 -0.198
H 0.824 0.349 -1.281
H 1.430 1.555 -0.197
H -0.086 0.368 1.505
*
```

Output
calculated total energy = -15353.002 eV
structure (SMILES) = O=C(I)[C@@H]1CO1
molecular weight = 198.0 g/mol
energy above the lowest of the compared OMol25 structures with the same formula, charge and spin = 35.4 kcal/mol
lowest unoccupied orbital energy = 0.4651 eV
orbital gap = 10.33 eV

---

Record 8
Entry from the OMol25 dataset: a structure of composition C3H3Li2O4 at a distorted geometry (wB97M-V/def2-TZVPD).

The geometry in ORCA input format:
```
! wB97M-V def2-TZVPD RIJCOSX def2/J DEFGRID3
* xyz 0 2
C -2.440 0.275 -0.507
O -2.167 1.428 -0.122
O -1.469 -0.583 0.115
C -1.658 -1.976 -0.020
H -0.944 -2.474 0.646
H -2.688 -2.249 0.251
H -1.457 -2.303 -1.050
Li -0.355 0.965 0.606
C 1.967 0.170 -0.817
O 3.156 0.038 -1.132
O 1.514 0.764 0.192
Li 3.446 1.364 0.440
*
```

Output
<S²> = 0.75
calculated total energy = -11759.189 eV
molecular weight = 116.9 g/mol
lowest unoccupied orbital energy (spin up / spin down) = -1.4140 / -1.8284 eV
orbital gap (spin up / spin down) = 5.34 / 4.92 eV